C5H16N3 | wB97M-V/def2-TZVPD

The geometry in XYZ format:
```
24
Properties=species:S:1:pos:R:3
N 2.38614 -0.25673 -0.44700
N 2.98958 1.28930 1.13072
N 0.75476 0.98797 0.59126
C -2.29341 -1.82357 -0.84520
C -0.79697 -1.93378 -1.02222
C -2.73870 -0.62497 -0.00154
C 2.04616 0.71435 0.38729
C 0.32426 2.35703 0.82677
H -0.39712 -2.93398 -1.07460
H -3.71971 -0.88080 0.32278
H -2.12204 -0.63207 0.90539
H -0.24173 -1.57809 -0.13241
H -0.51834 2.65208 0.21928
H -0.45943 -1.28374 -1.83484
H 1.09654 3.09573 0.64448
H 0.06420 0.29978 0.34325
H -2.77777 -2.70281 -0.44993
H 1.67038 -0.62929 -1.05138
H -2.71039 0.36661 -0.43952
H 2.95017 2.15390 1.64306
H -0.04477 2.49528 1.84484
H 3.36206 -0.38205 -0.65858
H -2.73488 -1.68687 -1.83133
H 3.91098 0.93672 0.92944
```

- Orbital gap: 11.519 eV
- Net charge: +1
- 2S+1: 1

C18H42N4O6Pt | wB97M-V/def2-TZVPD

The geometry in XYZ format:
```
71
Properties=species:S:1:pos:R:3
Pt 15.84232 11.09040 -19.19331
O 17.19580 13.04168 -18.94549
O 14.62632 12.41650 -17.81530
O 14.15959 9.57247 -18.39391
O 17.60453 10.02576 -20.03893
O 14.58131 11.50653 -20.96011
O 16.60501 10.30579 -17.37276
N 18.98233 14.48832 -18.45506
N 18.07750 9.43732 -15.91505
N 12.34272 8.18534 -18.49308
N 13.08084 13.94642 -17.29816
C 16.18840 12.07325 -22.81516
C 17.05725 9.33976 -16.80836
C 14.28816 13.31403 -17.11677
C 18.45945 9.12503 -20.69659
C 18.91907 10.66941 -15.83557
C 12.17966 13.52312 -18.31384
C 12.51463 14.90129 -16.33587
C 18.48470 8.39841 -15.08653
C 20.02360 15.28152 -18.94821
C 12.92885 9.40585 -18.66943
C 18.21135 13.67078 -19.23161
C 18.10393 7.75728 -20.21480
C 13.17467 6.98531 -18.27217
C 14.94936 12.41149 -21.97350
C 18.40388 9.35642 -22.20539
C 18.23981 14.96149 -17.24914
C 13.71574 12.96560 -22.79384
C 10.89306 8.03077 -18.43272
H 14.75597 13.67850 -16.18913
H 19.59505 16.15205 -19.44482
H 16.17783 12.91276 -23.51030
H 11.57836 12.73295 -17.86421
H 19.49888 9.26291 -20.39879
H 10.63882 7.19397 -17.78216
H 20.70179 15.56819 -18.14449
H 20.66498 14.85590 -19.71995
H 17.04782 7.57511 -20.41370
H 10.42653 7.75551 -19.37860
H 12.67295 13.11116 -19.19421
H 11.43450 14.79759 -16.23261
H 18.58955 10.39607 -22.47510
H 13.41121 6.83891 -17.21826
H 14.18411 7.17128 -18.63899
H 18.06286 16.03703 -17.24759
H 12.20266 10.21250 -18.85426
H 13.06083 12.15336 -23.10923
H 12.65752 15.95200 -16.58824
H 16.61592 8.33214 -16.76225
H 19.39614 7.98428 -15.51767
H 15.18962 13.36081 -21.49480
H 17.70848 7.63563 -15.14769
H 18.70487 8.65108 -14.04933
H 17.45545 9.11894 -22.68725
H 14.09082 13.63542 -23.56763
H 17.04332 11.84925 -22.17716
H 11.64721 14.36482 -18.75672
H 19.11604 8.65749 -22.64405
H 18.88989 14.96745 -16.37423
H 17.41649 14.37850 -16.83639
H 19.82641 10.41447 -16.38314
H 12.93294 13.41112 -22.17997
H 10.31016 8.85443 -18.02051
H 16.11491 11.20381 -23.46843
H 12.93742 14.75552 -15.34184
H 18.25537 7.60078 -19.14677
H 18.65559 6.98271 -20.74754
H 18.48303 11.47044 -16.43250
H 18.71713 13.55891 -20.20314
H 12.84557 6.01230 -18.63693
H 19.28455 11.18420 -14.94702
```

- Orbital gap (alpha / beta): 6.249 / 6.502 eV
- Net charge: 0
- <S²>: 2.00
- 2S+1: 3

Asked for electronic energy across the records above, the calculation gives -9908.9334; -40832.0103 eV in order.
Asked for relative energy (zero: lowest compared OMol25 entry of this formula, charge and spin) across the records above, the calculation gives 0.783; 1.040 eV in order.